1.
{"formula": "C4H8N2", "method": "ωB97M-V with the def2-TZVPD basis set", "lumo_ev": 0.94, "homo_lumo_gap_ev": 10.2196, "homo_energy_ev": -9.278, "smiles": "C=NN=C(C)C", "symbols": ["C", "N", "N", "C", "C", "C", "H", "H", "H", "H", "H", "H", "H", "H"], "xyz": [[2.801, -0.325, 0.095], [1.727, 0.361, -0.256], [0.633, -0.580, -0.233], [-0.522, -0.054, -0.125], [-1.712, -1.057, -0.020], [-0.836, 1.435, 0.014], [3.728, 0.240, 0.124], [2.841, -1.401, 0.261], [-2.154, -1.010, 0.986], [-2.516, -0.950, -0.740], [-1.292, -2.087, -0.152], [-1.872, 1.673, 0.166], [-0.267, 1.851, 0.855], [-0.558, 1.905, -0.975]], "lowdin_charge": [-0.030, -0.033, -0.005, -0.379, -0.052, -0.056, 0.052, 0.062, 0.073, 0.063, 0.078, 0.055, 0.074, 0.097]}

2.
{"formula": "C15H22N2OPTi", "method": "ωB97M-V with the def2-TZVPD basis set", "lumo_ev": [2.94, 2.72], "homo_lumo_gap_ev": [3.7508, 4.4225], "spin_multiplicity": 3, "homo_energy_ev": [-0.809, -1.705], "charge": -1, "symbols": ["C", "C", "C", "C", "C", "Ti", "P", "H", "H", "H", "H", "H", "H", "H", "H", "C", "C", "N", "C", "C", "C", "O", "C", "C", "C", "C", "N", "C", "H", "H", "H", "H", "H", "H", "H", "H", "H", "H", "H", "H", "H", "H"], "xyz": [[1.200, -0.461, -1.097], [0.339, 0.022, -2.113], [-0.718, -0.961, -2.328], [-0.538, -2.032, -1.423], [0.646, -1.809, -0.620], [-0.609, -0.211, -0.252], [-0.705, 2.283, 0.236], [2.083, 0.161, -0.870], [0.356, 0.923, -2.698], [-1.572, -0.933, -3.051], [0.839, -2.704, 0.068], [-1.217, -2.857, -1.319], [-1.722, 2.718, 1.153], [-0.974, 3.340, -0.657], [0.308, 2.907, 1.017], [-3.609, -1.099, 7.403], [-2.140, -1.459, 7.509], [-1.259, -0.818, 6.495], [-0.930, 0.599, 6.817], [-0.036, 0.715, 8.047], [-1.429, -1.225, 5.160], [-2.249, -2.003, 4.847], [-0.382, -0.736, 4.169], [0.938, -0.526, 4.557], [1.839, -0.261, 3.543], [1.413, -0.206, 2.211], [0.118, -0.407, 1.844], [-0.784, -0.658, 2.836], [-3.776, -0.012, 7.435], [-4.153, -1.564, 8.227], [-3.999, -1.492, 6.456], [-1.739, -1.174, 8.487], [-2.028, -2.532, 7.361], [-0.432, 1.020, 5.934], [-1.878, 1.149, 6.976], [0.847, 0.064, 7.939], [0.317, 1.745, 8.157], [-0.574, 0.443, 8.965], [1.232, -0.632, 5.613], [2.915, -0.121, 3.764], [2.119, -0.017, 1.395], [-1.814, -0.809, 2.552]], "lowdin_charge": [-0.298, -0.309, -0.231, -0.266, -0.228, 0.389, 0.654, 0.084, 0.075, 0.103, 0.114, 0.084, -0.147, -0.156, -0.130, -0.093, -0.218, -0.070, -0.225, -0.099, -0.460, 0.083, -0.179, -0.136, -0.120, -0.199, -0.117, -0.084, 0.066, 0.064, 0.068, 0.093, 0.114, 0.104, 0.108, 0.075, 0.067, 0.056, 0.088, 0.095, 0.077, 0.103]}

3.
{"formula": "C36H90N6O12", "method": "ωB97M-V with the def2-TZVPD basis set", "lumo_ev": 0.52, "homo_lumo_gap_ev": 8.4993, "homo_energy_ev": -7.981, "smiles": "COCCNCCOC.COCCNCCOC.COCCNCCOC.COCCNCCOC.COCCNCCOC.COCCNCCOC", "symbols": ["C", "O", "C", "C", "N", "C", "C", "O", "C", "H", "H", "H", "H", "H", "H", "H", "H", "H", "H", "H", "H", "H", "H", "H", "C", "O", "C", "C", "N", "C", "C", "O", "C", "H", "H", "H", "H", "H", "H", "H", "H", "H", "H", "H", "H", "H", "H", "H", "C", "O", "C", "C", "N", "C", "C", "O", "C", "H", "H", "H", "H", "H", "H", "H", "H", "H", "H", "H", "H", "H", "H", "H", "C", "O", "C", "C", "N", "C", "C", "O", "C", "H", "H", "H", "H", "H", "H", "H", "H", "H", "H", "H", "H", "H", "H", "H", "C", "O", "C", "C", "N", "C", "C", "O", "C", "H", "H", "H", "H", "H", "H", "H", "H", "H", "H", "H", "H", "H", "H", "H", "C", "O", "C", "C", "N", "C", "C", "O", "C", "H", "H", "H", "H", "H", "H", "H", "H", "H", "H", "H", "H", "H", "H", "H"], "xyz": [[-6.259, 4.047, -0.216], [-6.371, 2.649, 0.231], [-5.664, 1.559, -0.456], [-4.167, 1.267, -0.074], [-3.390, 2.341, -0.521], [-1.918, 2.230, -0.227], [-1.719, 2.653, 1.285], [-2.431, 3.828, 1.778], [-2.042, 4.057, 3.124], [-6.105, 4.015, -1.295], [-5.318, 4.482, 0.118], [-7.026, 4.714, 0.177], [-5.709, 1.598, -1.545], [-6.310, 0.713, -0.220], [-3.787, 0.260, -0.250], [-4.067, 1.315, 1.010], [-3.835, 3.099, -0.025], [-1.304, 2.825, -0.902], [-1.558, 1.224, -0.443], [-0.643, 2.671, 1.463], [-1.913, 1.839, 1.985], [-2.840, 4.472, 3.739], [-1.201, 4.750, 3.123], [-1.640, 3.216, 3.688], [-0.131, -3.816, -2.169], [-1.117, -4.619, -2.934], [-0.605, -5.002, -4.265], [-1.889, -5.125, -5.151], [-2.494, -6.305, -4.659], [-3.874, -6.480, -5.197], [-4.996, -5.837, -4.371], [-5.208, -6.417, -3.095], [-4.738, -5.764, -1.958], [-0.467, -3.448, -1.199], [0.194, -3.029, -2.850], [0.833, -4.313, -2.066], [-0.143, -5.990, -4.263], [0.251, -4.427, -4.617], [-1.718, -5.215, -6.224], [-2.418, -4.176, -5.063], [-2.508, -6.435, -3.658], [-3.975, -7.530, -4.923], [-3.903, -6.245, -6.261], [-5.896, -6.052, -4.946], [-4.671, -4.796, -4.350], [-5.398, -4.929, -1.723], [-3.734, -5.448, -2.238], [-4.565, -6.556, -1.229], [-2.150, 0.152, 4.265], [-1.006, 0.870, 4.173], [0.021, -0.109, 4.339], [1.420, 0.409, 3.800], [1.422, 0.588, 2.404], [1.042, -0.627, 1.553], [1.129, -0.294, 0.066], [1.037, 1.078, -0.256], [2.249, 1.824, -0.305], [-2.305, -0.741, 4.871], [-2.337, -0.226, 3.260], [-2.947, 0.832, 4.564], [-0.150, -1.045, 3.807], [0.233, -0.445, 5.354], [2.286, -0.222, 4.002], [1.648, 1.419, 4.139], [1.042, 1.447, 2.033], [0.002, -0.936, 1.663], [1.751, -1.412, 1.816], [0.233, -0.637, -0.452], [2.034, -0.712, -0.375], [2.974, 1.464, -1.034], [2.704, 2.011, 0.667], [2.027, 2.848, -0.606], [3.098, 6.931, -4.363], [3.339, 6.037, -3.239], [2.347, 5.016, -3.032], [1.195, 5.832, -2.192], [1.751, 6.674, -1.163], [1.997, 5.968, 0.145], [0.689, 5.843, 0.999], [0.753, 5.096, 2.170], [1.556, 5.740, 3.196], [3.565, 6.766, -5.333], [3.684, 7.796, -4.050], [2.019, 7.074, -4.412], [2.733, 4.194, -2.431], [2.057, 4.489, -3.941], [0.482, 5.131, -1.757], [0.558, 6.413, -2.858], [2.686, 6.698, -1.544], [2.796, 6.374, 0.765], [2.569, 5.071, -0.093], [0.025, 5.256, 0.364], [0.165, 6.777, 1.203], [1.665, 4.954, 3.942], [1.133, 6.652, 3.617], [2.575, 5.977, 2.888], [-6.139, -1.651, 1.806], [-4.818, -1.730, 1.369], [-4.766, -2.712, 0.377], [-3.238, -2.845, -0.045], [-2.348, -3.238, 1.034], [-2.358, -4.721, 1.172], [-1.838, -5.084, 2.565], [-2.621, -4.394, 3.602], [-3.800, -5.169, 3.814], [-6.810, -1.240, 1.052], [-6.115, -0.885, 2.582], [-6.540, -2.465, 2.409], [-5.405, -2.619, -0.501], [-5.190, -3.622, 0.803], [-2.916, -1.885, -0.447], [-3.095, -3.481, -0.919], [-2.653, -2.707, 1.837], [-1.771, -5.298, 0.457], [-3.394, -5.030, 1.026], [-0.813, -4.802, 2.807], [-1.975, -6.146, 2.769], [-4.563, -5.387, 3.067], [-4.336, -4.584, 4.562], [-3.568, -6.071, 4.381], [9.284, 1.954, -3.247], [8.842, 0.954, -2.320], [9.437, 1.029, -0.973], [8.535, -0.013, -0.235], [7.063, 0.414, -0.446], [5.979, -0.358, 0.097], [5.968, -0.438, 1.632], [6.916, -1.360, 2.042], [6.393, -2.345, 3.031], [10.126, 1.691, -3.886], [9.430, 2.837, -2.623], [8.427, 2.315, -3.817], [9.419, 1.993, -0.464], [10.490, 0.834, -1.172], [8.725, -0.049, 0.838], [8.672, -1.061, -0.504], [6.919, 0.533, -1.439], [5.986, -1.332, -0.393], [4.999, -0.036, -0.254], [4.936, -0.620, 1.934], [6.186, 0.531, 2.080], [7.205, -3.009, 3.328], [5.714, -3.035, 2.530], [6.012, -1.828, 3.912]], "lowdin_charge": [-0.075, -0.203, -0.158, -0.238, -0.073, -0.115, -0.180, -0.166, -0.107, 0.082, 0.061, 0.083, 0.112, 0.095, 0.100, 0.109, 0.071, 0.095, 0.098, 0.090, 0.088, 0.089, 0.066, 0.074, -0.070, -0.227, -0.179, -0.238, -0.075, -0.178, -0.215, -0.194, -0.106, 0.066, 0.075, 0.078, 0.111, 0.108, 0.116, 0.110, 0.096, 0.112, 0.121, 0.121, 0.118, 0.089, 0.061, 0.098, -0.176, -0.161, -0.198, -0.204, -0.069, -0.135, -0.204, -0.211, -0.094, 0.094, 0.082, 0.097, 0.099, 0.118, 0.110, 0.118, 0.081, 0.091, 0.114, 0.111, 0.114, 0.084, 0.082, 0.056, -0.066, -0.246, -0.147, -0.199, -0.051, -0.166, -0.218, -0.221, -0.074, 0.079, 0.088, 0.083, 0.090, 0.114, 0.092, 0.096, 0.072, 0.099, 0.099, 0.104, 0.130, 0.087, 0.089, 0.074, -0.129, -0.181, -0.225, -0.189, -0.042, -0.185, -0.177, -0.197, -0.134, 0.087, 0.092, 0.092, 0.114, 0.102, 0.096, 0.092, 0.089, 0.116, 0.093, 0.121, 0.109, 0.085, 0.084, 0.084, -0.099, -0.247, -0.159, -0.140, -0.059, -0.225, -0.254, -0.205, -0.048, 0.084, 0.078, 0.081, 0.111, 0.113, 0.097, 0.107, 0.087, 0.113, 0.094, 0.105, 0.123, 0.077, 0.082, 0.084]}

4.
{"formula": "C5H6O", "method": "ωB97M-V with the def2-TZVPD basis set", "lumo_ev": 0.77, "homo_lumo_gap_ev": 9.5674, "homo_energy_ev": -8.798, "symbols": ["C", "C", "C", "O", "C", "C", "H", "H", "H", "H", "H", "H"], "xyz": [[0.964, -0.151, -1.089], [0.017, -0.246, 0.089], [-0.562, -1.563, 0.480], [0.677, -0.585, 1.362], [-0.775, 0.965, 0.278], [-1.496, 1.930, 0.341], [1.619, 0.722, -1.002], [0.378, -0.050, -2.008], [1.563, -1.063, -1.166], [1.186, -1.400, 1.188], [-1.431, -1.338, 1.119], [-2.139, 2.779, 0.408]], "lowdin_charge": [-0.025, -0.633, 0.137, -0.011, -0.065, 0.146, 0.092, 0.096, 0.085, 0.108, 0.039, 0.032]}

5.
{"formula": "C3H6N2O", "method": "ωB97M-V with the def2-TZVPD basis set", "lumo_ev": 0.92, "homo_lumo_gap_ev": 10.3552, "homo_energy_ev": -9.440, "smiles": "NN1CCC1=O", "symbols": ["N", "N", "C", "C", "C", "O", "H", "H", "H", "H", "H", "H"], "xyz": [[0.194, 1.901, 0.176], [-0.054, 0.538, -0.120], [1.001, -0.476, -0.214], [-0.172, -1.457, 0.185], [-1.077, -0.300, -0.079], [-2.270, -0.200, -0.173], [-0.510, 2.349, 0.745], [0.109, 2.455, -0.662], [1.784, -0.456, 0.622], [1.531, -0.452, -1.227], [-0.035, -1.541, 1.209], [-0.502, -2.360, -0.463]], "lowdin_charge": [0.100, -0.139, -0.103, -0.047, -0.542, 0.081, 0.086, 0.076, 0.124, 0.127, 0.088, 0.150]}

6.
{"formula": "C3H2FN", "method": "ωB97M-V with the def2-TZVPD basis set", "lumo_ev": -0.09, "homo_lumo_gap_ev": 10.3225, "homo_energy_ev": -10.413, "smiles": "C=C(F)C#N", "symbols": ["C", "C", "F", "C", "N", "H", "H"], "xyz": [[-0.048, -0.894, 0.623], [-0.189, -0.001, -0.457], [-0.974, -0.107, -1.564], [0.423, 1.236, -0.288], [0.848, 2.282, -0.260], [-0.802, -1.687, 0.558], [0.743, -0.830, 1.388]], "lowdin_charge": [0.127, -0.332, 0.070, -0.215, 0.190, 0.072, 0.089]}

7.
{"formula": "C33H40IrN6O3SSbSe4Si", "method": "ωB97M-V with the def2-TZVPD basis set", "lumo_ev": [0.30, 0.30], "homo_lumo_gap_ev": [3.2896, 3.1794], "spin_multiplicity": 2, "homo_energy_ev": [-2.994, -2.884], "charge": -1, "symbols": ["Ir", "N", "C", "C", "O", "O", "H", "H", "H", "H", "C", "Si", "C", "N", "C", "C", "C", "C", "C", "C", "C", "C", "C", "C", "C", "C", "C", "C", "C", "C", "C", "H", "H", "H", "H", "H", "H", "H", "H", "H", "H", "H", "H", "H", "H", "H", "H", "H", "H", "H", "H", "H", "H", "H", "H", "Se", "Sb", "Se", "Se", "Se", "N", "C", "S", "C", "C", "C", "N", "C", "C", "H", "H", "H", "H", "H", "H", "N", "C", "O", "C", "C", "C", "N", "C", "C", "H", "H", "H", "H", "H", "H"], "xyz": [[0.444, 0.581, 0.076], [0.536, 0.981, 2.387], [1.930, 1.058, 2.868], [2.898, 1.263, 1.718], [3.993, 1.749, 1.939], [2.517, 0.813, 0.582], [0.127, 1.907, 2.397], [-0.035, 0.382, 2.974], [2.224, 0.114, 3.329], [2.086, 1.851, 3.598], [-1.640, 0.349, 0.040], [-2.003, -1.331, 0.732], [-0.602, -2.385, 0.040], [0.681, -1.623, 0.088], [1.617, -2.018, -1.039], [2.749, -2.948, -0.640], [2.259, -4.020, 0.327], [1.772, -3.354, 1.623], [1.342, -1.901, 1.401], [-2.073, -1.387, 2.612], [-1.763, -2.544, 3.331], [-1.887, -2.589, 4.712], [-2.342, -1.477, 5.408], [-2.646, -0.312, 4.717], [-2.504, -0.270, 3.335], [-3.656, -1.982, 0.094], [-4.779, -2.081, 0.918], [-6.031, -2.380, 0.394], [-6.182, -2.584, -0.970], [-5.077, -2.501, -1.807], [-3.831, -2.199, -1.277], [-2.193, 1.124, 0.586], [-2.021, 0.403, -0.987], [-0.856, -2.608, -0.997], [-0.482, -3.358, 0.523], [2.050, -1.116, -1.482], [1.021, -2.514, -1.810], [3.560, -2.387, -0.172], [3.153, -3.398, -1.548], [3.068, -4.716, 0.549], [1.455, -4.599, -0.145], [2.595, -3.320, 2.339], [0.969, -3.941, 2.082], [2.230, -1.272, 1.464], [0.654, -1.598, 2.192], [-1.425, -3.430, 2.804], [-1.633, -3.493, 5.251], [-2.454, -1.515, 6.484], [-2.996, 0.561, 5.254], [-2.747, 0.645, 2.802], [-4.671, -1.919, 1.985], [-6.890, -2.445, 1.050], [-7.162, -2.792, -1.383], [-5.189, -2.663, -2.872], [-2.979, -2.122, -1.946], [7.247, -0.869, -1.176], [5.400, 0.698, -0.212], [3.951, 0.865, -2.256], [5.239, -1.135, 1.493], [6.655, 2.779, 0.148], [-0.138, 7.622, 0.803], [0.834, 6.913, 0.160], [2.027, 7.713, -0.632], [0.713, 5.437, 0.159], [-0.393, 4.788, 0.717], [-0.504, 3.418, 0.644], [0.417, 2.636, 0.070], [1.507, 3.247, -0.437], [1.674, 4.620, -0.420], [0.050, 8.612, 0.841], [-0.513, 7.238, 1.658], [-1.193, 5.345, 1.184], [-1.371, 2.922, 1.060], [2.290, 2.597, -0.849], [2.565, 5.055, -0.852], [0.542, -1.008, -6.920], [0.529, 0.264, -6.428], [0.569, 1.241, -7.145], [0.417, 0.370, -4.934], [-0.180, -0.609, -4.146], [-0.229, -0.427, -2.781], [0.277, 0.643, -2.168], [0.822, 1.598, -2.928], [0.901, 1.501, -4.307], [0.736, -1.110, -7.902], [0.780, -1.780, -6.323], [-0.635, -1.488, -4.581], [-0.704, -1.157, -2.148], [1.194, 2.473, -2.431], [1.343, 2.296, -4.889]], "lowdin_charge": [1.306, 0.011, -0.113, -0.762, -0.102, -0.335, 0.071, 0.073, 0.126, 0.127, -0.361, 0.621, -0.214, -0.260, -0.183, -0.183, -0.181, -0.168, -0.208, -0.272, -0.090, -0.074, -0.085, -0.086, -0.122, -0.228, -0.089, -0.090, -0.097, -0.089, -0.099, -0.012, 0.008, 0.068, 0.087, 0.029, 0.105, 0.017, 0.125, 0.111, 0.102, 0.110, 0.090, 0.055, 0.091, 0.101, 0.105, 0.102, 0.101, 0.096, 0.095, 0.100, 0.099, 0.101, 0.089, -0.158, -0.173, -0.092, -0.080, -0.282, 0.055, -0.815, 0.737, -0.212, 0.001, -0.119, -0.090, -0.102, 0.026, 0.081, 0.092, 0.107, 0.097, 0.044, 0.109, 0.168, -0.490, 0.077, -0.116, 0.010, -0.139, -0.020, -0.147, 0.020, 0.111, 0.098, 0.115, 0.068, 0.067, 0.134]}

8.
{"formula": "C16H18FeO7", "method": "ωB97M-V with the def2-TZVPD basis set", "lumo_ev": [0.15, -2.45], "homo_lumo_gap_ev": [6.2307, 6.4847], "spin_multiplicity": 5, "homo_energy_ev": [-6.085, -8.931], "symbols": ["C", "C", "O", "C", "C", "C", "C", "O", "O", "H", "H", "H", "H", "H", "H", "H", "H", "H", "C", "O", "C", "C", "C", "C", "C", "C", "Fe", "C", "O", "C", "O", "C", "O", "H", "H", "H", "H", "H", "H", "H", "H", "H"], "xyz": [[-3.856, 0.039, 1.347], [-2.550, 0.772, 1.496], [-1.552, -0.216, 1.796], [-0.289, 0.203, 1.552], [0.715, -0.915, 1.840], [2.000, -0.225, 2.307], [3.186, -0.540, 1.438], [2.049, 0.503, 3.285], [-0.008, 1.293, 1.091], [-4.660, 0.773, 1.345], [-3.895, -0.487, 0.388], [-4.051, -0.677, 2.153], [-2.257, 1.255, 0.557], [-2.576, 1.506, 2.316], [0.939, -1.335, 0.842], [3.170, -1.590, 1.109], [3.159, 0.112, 0.552], [4.105, -0.350, 2.000], [-2.637, -4.900, 4.877], [-1.224, -5.150, 4.845], [-0.456, -4.421, 3.941], [-0.820, -4.295, 2.603], [-0.440, -3.102, 1.835], [0.085, -1.923, 2.720], [0.871, -2.411, 3.888], [0.595, -3.594, 4.495], [0.617, -6.852, 3.434], [1.406, -7.359, 1.970], [2.074, -7.732, 1.092], [0.355, -8.476, 3.997], [0.142, -9.526, 4.442], [2.224, -6.798, 4.123], [3.340, -6.857, 4.447], [-3.079, -5.802, 5.307], [-2.811, -4.044, 5.548], [-3.064, -4.690, 3.881], [-1.456, -5.052, 2.122], [0.349, -3.338, 1.095], [-1.310, -2.727, 1.271], [-0.809, -1.465, 3.159], [1.583, -1.704, 4.320], [1.057, -3.930, 5.422]], "lowdin_charge": [-0.068, -0.209, -0.043, -0.406, -0.143, -0.401, 0.005, 0.106, 0.128, 0.079, 0.081, 0.082, 0.127, 0.139, 0.157, 0.092, 0.106, 0.091, -0.051, -0.139, -0.332, -0.042, -0.114, -0.256, 0.004, -0.001, 0.263, -0.222, 0.091, -0.198, 0.100, -0.202, 0.103, 0.095, 0.098, 0.089, 0.128, 0.137, 0.127, 0.161, 0.117, 0.124]}